{"formula": "C46H49LuN2O5P3S6Sb", "method": "ωB97M-V with the def2-TZVPD basis set", "largest_force_ha_per_bohr": 0.0714, "lumo_energy_ev": 3.44, "total_charge": -2, "multiplicity": 1, "symbols": ["Lu", "S", "Sb", "S", "S", "S", "C", "S", "C", "C", "C", "N", "P", "C", "C", "C", "C", "C", "C", "C", "C", "C", "C", "C", "C", "P", "C", "C", "C", "C", "C", "C", "C", "C", "C", "C", "C", "C", "H", "H", "H", "H", "H", "H", "H", "H", "H", "H", "H", "H", "H", "H", "H", "H", "H", "H", "H", "H", "H", "H", "H", "H", "H", "H", "H", "H", "H", "O", "C", "O", "C", "P", "C", "C", "C", "C", "C", "C", "C", "C", "C", "C", "C", "C", "H", "H", "H", "H", "H", "H", "H", "H", "H", "H", "H", "H", "C", "S", "O", "O", "O", "H", "H", "H", "C", "C", "C", "N", "H", "H", "H", "H", "H"], "positions_angstrom": [[0.738, -0.760, 0.076], [-2.389, -0.123, -4.839], [-2.923, 0.184, -2.594], [-1.633, 0.310, 0.141], [-0.586, 0.476, -1.627], [-3.789, 2.332, -2.614], [0.472, 5.919, 6.296], [1.680, 4.600, 6.618], [1.186, 3.385, 5.356], [1.332, 3.919, 3.949], [1.174, 2.859, 2.851], [-0.100, 2.129, 2.824], [-1.403, 2.730, 1.829], [-1.612, 4.309, 2.763], [-1.471, 5.599, 2.256], [-1.840, 6.696, 3.014], [-2.368, 6.534, 4.286], [-2.505, 5.253, 4.805], [-2.138, 4.161, 4.049], [-0.634, 3.319, 0.279], [-1.456, 4.095, -0.539], [-1.028, 4.493, -1.789], [0.224, 4.114, -2.247], [1.014, 3.277, -1.479], [0.579, 2.858, -0.231], [0.100, 0.405, 2.649], [0.844, 0.105, 4.304], [2.078, -0.528, 4.427], [2.611, -0.774, 5.677], [1.919, -0.401, 6.822], [0.679, 0.214, 6.706], [0.140, 0.451, 5.460], [-1.519, -0.354, 3.083], [-1.405, -1.748, 3.077], [-2.493, -2.550, 3.346], [-3.733, -1.975, 3.593], [-3.853, -0.595, 3.614], [-2.752, 0.212, 3.377], [0.582, 6.652, 7.088], [-0.528, 5.498, 6.306], [0.675, 6.380, 5.334], [0.155, 3.099, 5.554], [1.840, 2.530, 5.524], [2.335, 4.342, 3.822], [0.606, 4.717, 3.788], [1.980, 2.122, 2.953], [1.333, 3.412, 1.920], [-1.064, 5.742, 1.264], [-1.724, 7.693, 2.606], [-2.670, 7.394, 4.871], [-2.917, 5.113, 5.798], [-2.245, 3.162, 4.452], [-2.457, 4.332, -0.208], [-1.695, 5.058, -2.422], [0.554, 4.420, -3.229], [1.950, 2.887, -1.857], [1.194, 2.137, 0.310], [2.616, -0.800, 3.531], [3.572, -1.260, 5.760], [2.337, -0.595, 7.799], [0.141, 0.511, 7.596], [-0.827, 0.924, 5.362], [-0.437, -2.194, 2.851], [-2.376, -3.625, 3.354], [-4.597, -2.606, 3.746], [-4.817, -0.140, 3.797], [-2.882, 1.284, 3.368], [2.244, -4.635, 0.553], [2.156, -3.506, 0.098], [1.619, -2.506, 0.671], [2.753, -3.199, -1.308], [1.453, -2.271, -2.235], [1.027, -3.523, -3.510], [-0.166, -4.223, -3.392], [-0.552, -5.113, -4.377], [0.250, -5.309, -5.487], [1.454, -4.632, -5.599], [1.844, -3.748, -4.612], [2.274, -1.066, -3.348], [1.384, -0.295, -4.098], [1.829, 0.822, -4.777], [3.166, 1.182, -4.718], [4.066, 0.382, -4.033], [3.625, -0.742, -3.353], [3.088, -4.107, -1.813], [3.597, -2.531, -1.126], [-0.787, -4.049, -2.523], [-1.494, -5.638, -4.297], [-0.065, -5.981, -6.273], [2.080, -4.779, -6.469], [2.780, -3.212, -4.696], [0.331, -0.553, -4.141], [1.110, 1.417, -5.321], [3.503, 2.096, -5.191], [5.116, 0.652, -4.008], [4.336, -1.338, -2.795], [4.378, 1.538, -0.100], [3.390, 0.039, 0.194], [2.684, 0.227, 1.458], [4.332, -1.045, 0.154], [2.390, 0.050, -0.884], [5.284, 1.477, 0.488], [3.788, 2.404, 0.169], [4.608, 1.539, -1.157], [-3.965, -4.085, 0.432], [-3.546, -2.680, 0.001], [-2.126, -2.611, -0.162], [-0.985, -2.637, -0.302], [-5.045, -4.120, 0.549], [-3.490, -4.359, 1.371], [-3.671, -4.811, -0.322], [-3.836, -1.929, 0.740], [-4.006, -2.403, -0.955]], "atomic_forces_ev_per_a": [[-3.0, -0.7, 1.2], [0.3, -0.3, -0.1], [-1.4, -0.1, -1.6], [0.1, 0.7, 1.0], [-0.1, 0.6, -0.8], [0.0, 0.1, 0.4], [0.4, -0.5, 0.0], [0.0, 0.1, 0.1], [0.1, 0.5, 0.1], [-0.1, -0.3, 0.0], [0.4, 0.4, 0.2], [-0.4, -0.5, -0.8], [0.1, 0.6, 0.0], [-0.1, 0.2, -0.1], [0.1, -0.2, 0.0], [-0.1, 0.3, 0.2], [0.0, 0.0, 0.0], [-0.2, 0.1, 0.1], [0.1, 0.0, -0.1], [-0.1, -0.2, 0.1], [0.1, -0.2, 0.2], [0.0, 0.0, -0.2], [0.1, 0.0, 0.0], [0.2, 0.1, 0.1], [0.0, 0.2, 0.1], [-0.7, 0.1, 0.8], [0.1, -0.2, 0.2], [-0.3, 0.3, -0.3], [0.1, -0.1, 0.5], [0.1, 0.0, -0.2], [0.0, -0.1, 0.2], [0.1, -0.1, -0.3], [0.1, -0.2, 0.0], [0.2, 0.2, 0.0], [-0.1, -0.1, 0.0], [0.1, 0.0, 0.0], [-0.2, -0.2, 0.0], [0.2, 0.2, -0.1], [0.0, 0.1, 0.1], [0.0, 0.1, 0.0], [-0.1, 0.1, 0.0], [0.0, -0.1, 0.0], [-0.1, -0.1, 0.0], [0.0, 0.0, 0.0], [0.1, 0.0, 0.0], [0.1, 0.2, -0.1], [0.0, -0.3, 0.0], [0.0, 0.0, 0.0], [0.0, 0.0, 0.0], [0.0, 0.0, 0.0], [0.0, 0.0, 0.0], [-0.1, -0.1, 0.1], [-0.1, 0.1, -0.1], [-0.1, 0.0, -0.1], [0.0, 0.0, -0.1], [0.0, 0.0, -0.1], [-0.2, 0.3, 0.0], [0.1, -0.1, 0.0], [0.1, -0.1, 0.0], [0.1, 0.0, 0.1], [-0.1, 0.0, 0.1], [-0.1, 0.0, 0.0], [-0.1, -0.1, 0.0], [0.0, -0.1, 0.0], [-0.1, 0.0, 0.1], [0.0, 0.0, 0.0], [0.0, 0.0, 0.0], [0.0, 0.1, 0.1], [0.9, -1.4, -1.0], [0.3, -0.1, 1.1], [-0.2, 0.0, 0.3], [0.9, -0.5, -1.0], [-0.4, 0.1, 0.3], [0.0, 0.1, 0.1], [-0.1, -0.2, -0.1], [-0.1, -0.1, -0.1], [0.1, 0.0, -0.1], [0.1, 0.0, 0.1], [0.0, 0.0, 0.0], [0.1, -0.2, 0.1], [0.0, 0.1, -0.1], [0.0, 0.1, -0.1], [0.2, 0.1, 0.0], [-0.1, -0.1, 0.0], [-0.1, 0.1, 0.1], [0.0, -0.1, -0.1], [-0.1, 0.0, 0.0], [-0.1, 0.0, 0.0], [0.0, -0.1, 0.0], [0.0, 0.0, 0.0], [0.0, 0.1, -0.1], [-0.2, 0.1, 0.0], [-0.1, 0.1, 0.0], [0.0, 0.0, -0.1], [0.0, 0.0, 0.0], [0.0, 0.0, 0.1], [-0.7, -0.8, 0.1], [3.2, 1.8, 0.5], [-0.1, -0.2, 0.0], [0.0, 0.0, 0.0], [1.0, 0.6, -1.0], [0.1, -0.1, 0.2], [-0.1, 0.2, 0.0], [0.1, 0.0, -0.2], [0.0, 0.1, 0.0], [-0.9, -0.1, 0.0], [1.1, -0.1, -0.3], [-0.4, -0.2, 0.1], [-0.1, -0.1, 0.1], [0.0, 0.0, 0.1], [0.0, -0.1, -0.1], [0.1, 0.0, -0.1], [0.1, 0.1, 0.2]]}

{"formula": "C46H50As3CaI2N4O2S3", "method": "ωB97M-V with the def2-TZVPD basis set", "largest_force_ha_per_bohr": 0.0745, "lumo_energy_ev": -3.18, "total_charge": 1, "multiplicity": 1, "symbols": ["Ca", "O", "S", "O", "N", "C", "C", "C", "C", "C", "C", "C", "C", "N", "C", "C", "C", "C", "C", "C", "C", "H", "H", "H", "H", "H", "H", "H", "H", "H", "H", "H", "C", "As", "C", "C", "C", "C", "C", "As", "C", "C", "C", "As", "C", "C", "H", "H", "H", "H", "H", "H", "H", "H", "H", "H", "H", "H", "H", "H", "H", "H", "H", "H", "H", "H", "H", "H", "H", "H", "H", "H", "H", "S", "C", "C", "C", "C", "C", "C", "N", "C", "C", "C", "C", "C", "C", "C", "C", "N", "C", "C", "C", "C", "C", "S", "C", "H", "H", "H", "H", "H", "H", "H", "H", "H", "H", "H", "H", "I", "I"], "positions_angstrom": [[-0.459, 0.423, 0.674], [1.820, 0.458, 0.323], [2.037, 1.053, 1.733], [1.541, 2.452, 1.806], [1.151, 0.080, 2.649], [1.431, -0.165, 3.981], [2.636, 0.108, 4.666], [2.915, -0.546, 5.876], [2.027, -1.434, 6.454], [0.748, -1.665, 5.877], [-0.223, -2.520, 6.456], [-1.494, -2.592, 5.889], [-1.788, -1.778, 4.796], [-0.854, -1.006, 4.204], [0.415, -0.957, 4.668], [3.725, 0.904, 1.828], [4.485, 2.008, 2.209], [5.863, 1.861, 2.262], [6.475, 0.642, 1.952], [5.675, -0.445, 1.579], [4.286, -0.338, 1.504], [3.338, 0.835, 4.263], [3.844, -0.311, 6.374], [2.291, -1.955, 7.374], [0.047, -3.103, 7.331], [-2.246, -3.279, 6.268], [-2.761, -1.792, 4.321], [4.020, 2.964, 2.423], [6.478, 2.702, 2.574], [7.563, 0.537, 1.991], [6.130, -1.401, 1.339], [3.677, -1.182, 1.182], [1.259, -1.750, -1.978], [0.108, -0.100, -2.090], [-0.722, -0.690, -3.775], [1.619, 1.056, -2.740], [1.393, 2.573, -2.803], [2.787, 3.185, -3.200], [1.110, 3.264, -1.439], [-0.594, 2.973, -0.397], [-0.461, 4.714, 0.553], [-2.025, 3.571, -1.625], [0.309, 2.953, -3.823], [0.953, 3.174, -5.727], [-0.795, 3.965, -6.369], [0.584, 1.340, -6.427], [1.876, -1.819, -2.890], [0.620, -2.646, -1.915], [1.920, -1.686, -1.110], [0.053, -0.871, -4.537], [-1.421, 0.081, -4.106], [-1.305, -1.609, -3.558], [1.872, 0.636, -3.740], [2.450, 0.825, -2.049], [3.505, 3.067, -2.370], [2.712, 4.265, -3.402], [3.264, 2.689, -4.072], [1.128, 4.357, -1.588], [1.896, 2.990, -0.716], [-1.427, 4.821, 1.051], [-0.259, 5.534, -0.155], [0.344, 4.606, 1.282], [-2.855, 3.883, -0.979], [-2.354, 2.763, -2.285], [-1.670, 4.444, -2.208], [-0.056, 3.975, -3.661], [-0.570, 2.293, -3.933], [-0.872, 4.999, -6.010], [-1.651, 3.367, -6.034], [-0.751, 3.986, -7.464], [1.325, 0.635, -6.035], [0.702, 1.414, -7.516], [-0.437, 1.009, -6.176], [-5.739, 2.577, -0.823], [-7.457, 2.870, -0.613], [-8.181, 1.722, -0.489], [-7.359, 0.547, -0.545], [-6.019, 0.871, -0.702], [-4.891, -0.048, -0.644], [-3.635, 0.495, -0.351], [-2.573, -0.274, -0.085], [-2.694, -1.631, -0.125], [-3.920, -2.278, -0.550], [-3.957, -3.695, -0.707], [-2.851, -4.452, -0.434], [-1.636, -3.883, 0.047], [-0.486, -4.635, 0.347], [0.654, -3.989, 0.907], [0.572, -2.622, 1.180], [-0.478, -1.893, 0.805], [-1.567, -2.452, 0.250], [1.885, -4.689, 1.212], [2.181, -5.984, 0.853], [3.478, -6.380, 1.307], [4.107, -5.376, 1.991], [3.135, -3.945, 2.127], [-5.027, -1.446, -0.769], [-7.831, 3.877, -0.604], [-9.253, 1.709, -0.363], [-7.690, -0.482, -0.459], [-3.542, 1.564, -0.196], [-4.880, -4.161, -1.040], [-2.868, -5.528, -0.572], [-0.473, -5.704, 0.178], [1.388, -2.108, 1.682], [1.473, -6.607, 0.310], [3.917, -7.355, 1.133], [5.087, -5.395, 2.429], [-5.980, -1.866, -1.071], [-1.808, 0.869, 3.201], [-3.443, 2.981, 2.370]], "atomic_forces_ev_per_a": [[0.3, 0.0, 0.4], [-0.1, 1.1, 2.3], [-2.8, 0.1, -2.6], [1.3, -1.9, 0.2], [1.2, 1.0, -0.4], [0.4, -0.6, 0.5], [-1.4, -0.1, -0.6], [-0.7, -0.2, 0.4], [0.4, 0.0, -0.1], [0.3, 0.6, -0.3], [-0.6, 0.3, -0.7], [0.8, -0.2, 0.4], [1.4, 0.3, -0.7], [-0.5, -1.1, 0.4], [0.6, -0.2, 0.9], [1.4, 0.1, 0.6], [0.2, -0.4, -0.2], [0.6, 0.0, 0.1], [-0.5, 0.0, 0.0], [-0.1, -0.1, 0.0], [0.6, 0.5, 0.2], [-0.1, -0.4, 0.1], [0.1, -0.1, 0.1], [-0.1, 0.1, -0.2], [-0.1, 0.1, -0.1], [0.1, 0.2, 0.0], [-0.1, 0.2, 0.1], [-0.1, -0.2, 0.0], [-0.1, -0.1, -0.1], [-0.5, 0.1, 0.0], [0.0, 0.1, 0.0], [0.1, 0.3, 0.1], [-0.2, 0.3, -0.2], [1.5, -0.8, -1.2], [-0.3, 0.0, 0.3], [-0.3, -0.5, 0.1], [0.7, 0.4, 0.1], [0.2, -0.2, -0.1], [-0.4, -0.5, 0.1], [0.3, 2.1, -1.0], [-0.1, -0.7, -0.1], [0.3, 0.2, 0.0], [0.2, 0.3, -1.3], [-1.0, -0.2, -0.1], [0.7, -0.2, 0.1], [-0.1, 0.4, 0.1], [-0.3, 0.1, 0.3], [0.2, 0.3, 0.1], [-0.1, 0.0, -0.1], [-0.4, 0.0, 0.3], [0.1, -0.1, -0.2], [0.4, 0.5, -0.2], [-0.1, 0.4, 0.5], [-0.4, 0.1, -0.3], [-0.4, 0.0, -0.1], [0.0, -0.3, -0.1], [-0.5, 0.3, 0.4], [0.1, -0.4, 0.0], [-0.3, 0.2, -0.2], [0.3, 0.3, 0.0], [-0.1, -0.4, 0.3], [-0.2, 0.2, 0.0], [0.1, -0.1, -0.2], [0.0, 0.2, 0.0], [-0.3, -0.5, 0.3], [0.0, -0.2, 0.3], [0.4, 0.1, 0.6], [0.0, -0.3, 0.0], [0.2, 0.2, -0.1], [-0.1, 0.0, 0.2], [-0.2, 0.1, -0.1], [-0.1, -0.2, 0.2], [0.4, 0.1, -0.1], [-1.8, -0.2, 0.2], [0.7, -0.3, -0.2], [0.6, -0.3, -0.1], [0.9, 0.9, -0.2], [-0.9, -0.3, 0.0], [-0.3, -0.8, 0.0], [0.6, -1.5, 0.5], [-1.1, -0.4, -0.1], [-1.2, 0.0, -0.7], [1.0, 1.3, 0.5], [0.8, -0.7, 0.3], [-0.8, 0.0, -0.4], [0.5, 1.3, 0.3], [0.8, 1.2, 0.6], [-1.4, -0.5, -0.4], [-1.1, 0.0, -0.7], [0.2, -0.4, 0.4], [0.3, -1.6, -0.1], [-0.2, -0.9, -0.2], [0.3, 0.4, 0.4], [-0.2, 0.4, 0.0], [-0.4, 0.0, -0.1], [0.5, -0.9, -0.2], [0.5, 1.1, -0.1], [0.0, 0.1, 0.0], [0.0, 0.0, 0.0], [-0.1, 0.2, 0.1], [0.3, -0.1, -0.2], [0.1, 0.0, 0.0], [-0.1, 0.0, 0.0], [-0.1, 0.1, 0.0], [-0.2, 0.2, -0.2], [0.4, 0.1, 0.1], [0.0, 0.1, 0.0], [0.1, 0.0, 0.1], [0.1, 0.0, 0.1], [-1.5, 0.9, 0.8], [0.1, -0.1, 0.0]]}